[1]
{
  "formula": "C41H79BrClF10NO10S2",
  "method": "ωB97M-V/def2-TZVPD",
  "lumo_energy_ha": -0.09632,
  "fmax_ha_per_bohr": 0.223,
  "relative_energy_ev": 16.799,
  "energy_ha": -7245.06319,
  "species": ["Br", "Cl", "S", "S", "F", "F", "F", "F", "F", "F", "F", "F", "F", "F", "O", "O", "O", "O", "O", "O", "O", "O", "O", "O", "N", "C", "C", "C", "C", "C", "C", "C", "C", "C", "C", "C", "C", "C", "C", "C", "C", "C", "C", "C", "C", "C", "C", "C", "C", "C", "C", "C", "C", "C", "C", "C", "C", "C", "C", "C", "C", "C", "C", "C", "C", "C", "H", "H", "H", "H", "H", "H", "H", "H", "H", "H", "H", "H", "H", "H", "H", "H", "H", "H", "H", "H", "H", "H", "H", "H", "H", "H", "H", "H", "H", "H", "H", "H", "H", "H", "H", "H", "H", "H", "H", "H", "H", "H", "H", "H", "H", "H", "H", "H", "H", "H", "H", "H", "H", "H", "H", "H", "H", "H", "H", "H", "H", "H", "H", "H", "H", "H", "H", "H", "H", "H", "H", "H", "H", "H", "H", "H", "H", "H", "H"],
  "xyz": [[2.239091, -3.148734, 0.668638], [0.859196, -0.418806, -1.083629], [4.621298, 2.394797, -0.082447], [6.578096, 0.179447, 0.295721], [12.014974, -0.578424, -1.705015], [8.415349, -1.436674, -2.660533], [9.755224, 0.375106, -3.598921], [9.736266, -0.287855, 0.123898], [11.183168, -1.788807, -3.579637], [10.600327, -2.621825, -1.426146], [7.979010, 2.545556, -0.430183], [10.179904, 1.640757, -1.179116], [4.629788, -2.772752, -3.914907], [7.285895, 1.207968, -2.279097], [-6.601964, -3.599726, 0.339508], [0.606950, 4.231898, 6.368405], [-1.679929, -2.886202, -3.960768], [4.975391, 2.693928, -1.536925], [3.016750, 2.849368, 0.134755], [-10.481091, -0.038732, 1.582727], [5.434339, 3.558662, 0.603113], [6.896763, -1.290098, -0.118725], [7.357791, 0.228007, 1.681148], [-0.847887, 1.921367, -4.651246], [0.210175, 1.801029, 3.302661], [5.304364, 2.020168, 3.109484], [2.611135, 3.154008, 7.310536], [2.090013, 1.901756, -0.484747], [4.690970, -0.580120, -2.452198], [2.102312, 0.386691, 0.118957], [7.697840, 1.121339, -0.849952], [4.772502, -2.402659, 1.845234], [-0.293126, 0.042326, -6.145465], [10.848366, -1.355478, -2.170450], [-6.404151, -5.011533, 0.412757], [1.125697, 0.296719, 1.421255], [0.662794, 2.747405, -0.184044], [9.230476, 0.471625, -1.016914], [-0.289816, 4.983415, 8.536879], [-0.697685, -3.323605, -3.025215], [4.744724, 0.930809, 2.270142], [1.984729, 4.392808, 6.695844], [-3.054600, 2.365249, -5.651045], [0.656010, 4.226634, -0.937196], [-7.911026, -3.128229, 0.648424], [4.838698, 0.680702, 0.612682], [-0.515621, -4.830547, -2.996340], [-1.571376, 2.686716, -5.611552], [-7.291115, -5.797198, -0.536524], [-11.807339, 0.302396, 1.187658], [-9.749624, 2.250205, 2.127676], [-0.268980, 3.921512, 7.451965], [9.459861, -0.433642, -2.355463], [-11.936208, 0.625601, -0.290106], [2.014748, 1.982776, -2.154190], [4.173974, -1.366078, -3.848361], [1.499534, 1.170870, 2.735484], [5.337325, -3.772868, 1.149313], [3.485863, -1.669121, 1.256206], [-3.601262, -2.982805, -2.421160], [-3.005987, -3.375636, -3.761474], [-9.482158, 0.959462, 1.374314], [3.932218, -1.214379, -1.209275], [-8.364397, -3.474238, 2.055402], [3.589436, -0.381575, 0.180508], [-0.874600, 0.504298, -4.821237], [6.296772, 1.812010, 3.700399], [2.942356, -1.345926, 2.274351], [-1.006493, 4.714688, 9.319806], [4.949278, -4.029666, 0.088493], [-1.448035, 3.739515, -5.328654], [-11.588929, -0.216385, -0.899007], [4.629378, -2.141287, -0.908043], [0.278109, -5.106249, -2.294464], [-5.356794, -5.193546, 0.148588], [-9.351791, 1.145050, 0.302195], [2.502914, 2.295375, 6.638718], [0.212752, 1.595220, 4.333629], [-8.351125, -5.660772, -0.311298], [2.530874, 1.108794, -2.708345], [-0.276367, 0.081445, -4.006877], [0.275460, 2.859122, 3.244159], [-0.273522, 2.158816, -0.592849], [3.676519, 3.318985, 7.501290], [-3.506154, 2.514098, -4.664006], [-11.340074, 1.498053, -0.570070], [2.982026, -1.347245, -3.820629], [-8.934171, 2.962566, 1.965218], [4.462797, -0.719970, -4.806100], [-0.574410, 5.954597, 8.117669], [-7.659601, -3.077439, 2.794399], [2.120586, 5.267157, 7.338895], [-8.424936, -4.554676, 2.210053], [-0.024217, 2.936447, 7.865020], [-3.239224, 1.327519, -5.940801], [4.800972, 3.091086, 3.254585], [5.207725, -4.751340, 1.808449], [2.504373, 4.619390, 5.756556], [4.488021, -2.843119, 2.930653], [-0.859744, 0.427304, -6.996169], [-0.923663, -2.931832, -2.029270], [-9.838311, 2.055969, 3.202075], [-7.068941, -6.867162, -0.468479], [0.738769, 0.393324, -6.254626], [4.598612, 0.525680, -2.731378], [-7.881177, -2.036133, 0.548104], [0.932537, -0.816514, 1.823894], [4.118224, 0.244449, 3.015596], [-1.115645, 2.580507, -6.600231], [5.704859, -1.722389, 2.151806], [-3.620261, -2.945191, -4.559757], [1.989944, 0.501881, 3.577839], [0.688565, 5.105658, 9.006759], [-6.524445, -5.356511, 1.445906], [6.518950, -3.631528, 1.049700], [-8.537329, 0.533589, 1.728998], [2.572663, 2.975293, -2.515337], [-4.630236, -3.347915, -2.339177], [0.016501, 4.111853, -1.938094], [-3.604384, -1.893331, -2.307317], [0.514272, 2.996778, 0.945578], [-8.626762, -3.484276, -0.098177], [-3.033140, -4.461685, -3.905131], [-1.273929, 3.834002, 7.025011], [-3.566391, 3.010275, -6.372613], [-7.131997, -5.469821, -1.569689], [-9.355113, -3.051964, 2.252415], [-12.433909, -0.569813, 1.411914], [-12.187778, 1.119471, 1.807427], [-10.678405, 2.725810, 1.804992], [-0.250686, -5.204433, -3.991489], [-1.428847, -5.345639, -2.687102], [-0.013713, 0.561193, 1.163646], [0.249971, -2.861525, -3.328629], [0.890065, 1.993282, -2.554718], [-1.893711, 0.126441, -4.681542], [-12.979578, 0.837305, -0.545466], [5.848290, -0.875030, -2.439968], [2.211401, 2.103328, 2.517187], [-0.300838, -1.050949, -6.204670], [2.139235, 2.886762, 8.259651], [-3.032247, -3.395913, -1.585382], [1.709445, 4.605785, -1.265240], [3.027323, -1.797673, -1.687457], [0.117095, 5.063941, -0.294465]],
  "forces_ev_per_angstrom": [[0.548, 1.010, 0.187], [1.378, -0.114, 0.521], [2.781, 9.081, -3.280], [7.138, -7.027, 5.566], [-4.217, -3.015, -1.219], [3.061, 3.644, 1.046], [-1.468, -2.415, 4.391], [-1.757, 2.302, -3.539], [-0.914, 1.255, 4.809], [1.176, 4.812, -2.259], [-1.506, -4.766, -1.028], [-3.117, -3.825, 0.472], [-0.821, 3.027, 0.107], [0.856, -0.376, 4.372], [0.138, -0.063, -0.056], [-0.029, -0.059, -0.109], [0.000, 0.075, -0.116], [-1.667, -3.241, 3.228], [2.448, -2.925, -0.208], [0.076, -0.066, 0.019], [-3.040, -5.295, 0.075], [-2.415, 4.798, -0.516], [-3.152, 1.762, -4.778], [0.081, 0.107, 0.120], [1.389, 0.275, 0.963], [-0.500, 0.342, -1.155], [-0.035, -0.158, 0.117], [-3.712, 1.282, -1.798], [1.278, -1.562, -2.363], [-1.618, 0.698, 0.328], [2.350, 4.658, -3.521], [1.395, -1.719, 2.050], [0.073, 0.011, -0.139], [1.637, -1.659, -2.061], [-0.034, 0.160, -0.018], [-1.251, -0.756, 1.747], [-0.400, 0.733, 0.308], [2.381, 0.922, 1.138], [0.075, 0.155, 0.058], [0.009, -0.010, -0.099], [0.384, 0.621, 0.735], [-0.044, -0.053, -0.098], [-0.152, -0.155, 0.049], [-0.687, -0.046, -1.018], [0.061, 0.097, 0.087], [-4.706, 1.429, 3.220], [-0.078, -0.180, -0.054], [0.007, 0.047, 0.136], [-0.139, -0.006, -0.111], [0.039, -0.123, -0.030], [-0.112, 0.096, 0.107], [0.017, 0.056, -0.040], [0.836, -1.545, -2.403], [0.107, 0.057, -0.175], [0.867, 0.520, -0.934], [-1.113, 1.181, 0.588], [0.360, 1.302, 0.212], [1.865, -0.339, -0.302], [-0.322, 0.969, 2.877], [0.025, 0.046, 0.121], [0.075, 0.066, 0.042], [-0.085, -0.068, 0.034], [0.847, -1.813, -0.725], [-0.009, -0.120, 0.162], [-0.240, -2.355, -1.240], [-0.048, -0.016, -0.048], [-2.798, -0.245, 0.170], [1.024, -0.264, -2.701], [0.082, 0.028, -0.131], [0.525, 0.656, 1.861], [0.138, -0.267, 0.104], [-0.088, 0.089, 0.105], [-1.462, 2.302, -0.334], [-0.075, 0.067, -0.102], [-0.112, 0.264, 0.039], [-0.052, 0.074, 0.024], [0.042, 0.117, 0.043], [-0.187, 0.431, -1.397], [0.051, -0.080, 0.042], [-0.743, 1.405, 1.158], [-0.080, 0.240, 0.009], [-0.027, -1.834, 0.127], [2.100, 1.002, 1.010], [-0.137, -0.010, -0.048], [0.074, 0.030, -0.138], [-0.118, -0.006, 0.027], [2.483, -0.482, -0.087], [-0.091, -0.118, 0.024], [-0.086, -1.925, 1.984], [-0.010, -0.161, 0.046], [-0.107, -0.004, -0.120], [0.017, -0.034, 0.094], [-0.072, 0.060, -0.031], [0.044, 0.054, 0.068], [0.005, 0.098, -0.064], [1.991, -1.909, -1.545], [-0.064, 2.293, -1.260], [-0.312, -0.006, 0.068], [0.068, 1.352, -2.398], [-0.024, -0.086, 0.027], [-0.038, -0.061, 0.088], [0.065, 0.010, -0.148], [-0.002, 0.145, -0.012], [-0.104, -0.052, 0.047], [-0.010, -1.485, 0.872], [0.191, -0.239, -0.070], [0.930, 2.255, -1.295], [2.519, 0.090, -2.133], [-0.050, -0.074, -0.061], [-2.265, -1.116, -1.203], [0.293, 0.022, 0.010], [-0.893, 1.320, -1.776], [-0.069, -0.066, 0.051], [-0.085, -0.028, -0.042], [-2.589, -0.354, 0.088], [-0.250, -0.149, -0.020], [-1.329, -2.242, 0.943], [0.120, 0.077, 0.002], [1.446, 0.353, 2.154], [-0.041, -0.140, -0.044], [0.400, -0.896, -1.983], [-0.067, -0.079, 0.029], [0.007, 0.006, 0.086], [0.258, 0.033, -0.156], [0.087, -0.057, 0.103], [0.027, -0.061, 0.135], [0.155, 0.009, -0.059], [0.314, 0.076, 0.073], [0.004, 0.098, -0.046], [0.089, 0.033, -0.048], [0.014, 0.081, 0.145], [0.087, 0.038, 0.070], [2.937, -0.081, 0.202], [-0.262, 0.053, -0.102], [2.594, 0.057, 1.166], [0.065, -0.027, -0.074], [0.130, -0.051, 0.053], [-2.498, 0.910, 0.227], [-1.153, -2.430, 0.182], [-0.023, 0.144, 0.076], [0.107, 0.058, -0.029], [-0.086, -0.051, -0.022], [-1.942, -0.721, 0.885], [1.314, 1.686, 1.580], [1.231, -1.949, -1.170]],
  "mulliken_charge": [0.00, 0.20, 1.28, 1.06, -0.21, -0.22, -0.28, -0.25, -0.26, -0.21, -0.32, -0.30, -0.35, -0.28, -0.40, -0.41, -0.37, -0.63, -0.52, -0.40, -0.68, -0.58, -0.66, -0.26, -0.65, -1.00, -0.98, 0.92, 0.30, -0.05, 0.52, -0.22, -1.30, 0.59, -0.34, -1.04, -0.30, 0.37, -1.09, 0.33, -0.27, -0.33, -1.05, -0.76, -0.16, 1.14, -1.27, -0.38, -1.01, -0.33, -1.21, -0.31, 0.58, -1.03, -0.59, -0.25, -0.03, -0.96, -1.02, -0.85, -0.44, -0.23, -0.87, -1.03, 0.97, 0.48, 0.23, 0.22, 0.39, 0.28, 0.33, 0.27, -0.19, 0.36, 0.34, 0.34, 0.19, 0.28, 0.25, -0.07, -0.27, 0.26, 0.30, 0.39, 0.28, 0.26, 0.11, 0.39, 0.33, 0.29, 0.28, 0.32, 0.34, 0.31, 0.25, 0.21, 0.29, 0.31, 0.56, 0.36, 0.16, 0.32, 0.40, 0.34, 0.38, 0.11, 0.43, 0.28, 0.33, 0.08, 0.37, 0.26, 0.26, 0.32, 0.17, 0.30, 0.25, 0.36, 0.12, 0.21, -0.15, 0.29, 0.30, 0.35, 0.40, 0.26, 0.35, 0.33, 0.31, 0.28, 0.33, 0.30, 0.37, 0.02, 0.10, 0.17, 0.39, -0.36, 0.03, 0.36, 0.32, 0.22, 0.22, 0.46, 0.33]
}


[2]
{
  "formula": "C6H11N",
  "method": "ωB97M-V/def2-TZVPD",
  "lumo_energy_ha": 0.02964,
  "fmax_ha_per_bohr": 0.069,
  "relative_energy_ev": 2.051,
  "energy_ha": -289.89629,
  "species": ["N", "C", "C", "C", "C", "C", "C", "H", "H", "H", "H", "H", "H", "H", "H", "H", "H", "H"],
  "xyz": [[1.544753, 0.126489, 1.790081], [2.632280, -0.052974, -0.502908], [-1.211517, 0.138803, -0.034075], [-0.788792, -1.083322, -0.738049], [1.965077, -0.022549, 0.759301], [-0.857431, 1.294415, -0.558845], [-1.887556, 0.082369, 1.242786], [-2.511688, 1.057466, 1.209637], [-1.314729, -1.955692, -0.437437], [0.260952, -1.325075, -0.839032], [-0.890355, 2.133648, 0.047053], [-2.595694, -0.747547, 1.529191], [1.887110, -0.503095, -1.238399], [-0.263117, 1.220666, -1.447528], [-1.139685, 0.142564, 2.076611], [3.607516, -0.495238, -0.324017], [2.814155, 0.984338, -0.827722], [-1.251271, -0.995267, -1.706648]],
  "forces_ev_per_angstrom": [[-1.430, 0.111, 3.095], [-0.906, 0.402, -1.357], [0.929, -0.537, -0.542], [-1.080, -0.820, -1.127], [1.088, 0.317, -1.702], [0.642, -1.349, -0.507], [-1.951, 1.593, 2.476], [0.804, -1.551, 0.867], [-0.171, -0.959, 1.046], [0.054, 0.182, 0.186], [-0.377, 1.948, 0.511], [0.841, 0.590, -0.897], [1.747, 0.194, 0.612], [0.195, 0.625, -0.475], [-0.601, 0.021, -0.585], [-0.083, -0.587, -0.679], [-0.144, -0.320, 0.117], [0.444, 0.140, -1.038]],
  "nbo_charge": [-0.34, -0.73, 0.04, -0.66, 0.29, -0.43, -0.67, 0.22, 0.22, 0.20, 0.20, 0.22, 0.26, 0.18, 0.25, 0.26, 0.26, 0.23]
}